Formula: C26H46AuI2N2O4P2S
Source: OMol25
Level of theory: ωB97M-V with the def2-TZVPD basis set

Geometry (Å):
Au (-1.12, -1.20, 0.37)
I (3.95, -3.63, 2.45)
I (3.44, 0.51, 6.67)
S (-3.64, 1.53, 0.64)
P (0.95, 0.51, -1.85)
P (-2.55, -2.89, 0.73)
O (-3.69, -3.03, -0.37)
O (-3.29, -2.94, 2.14)
O (-1.99, -4.36, 0.58)
O (1.24, -2.25, 1.63)
N (-0.15, -0.11, 2.57)
N (-0.25, 0.31, -0.77)
C (1.45, 0.13, 4.36)
C (0.71, 1.21, 4.86)
C (3.36, -1.43, 4.41)
C (1.10, 1.95, -4.35)
C (0.31, -1.46, -3.73)
C (-0.83, 0.91, 3.07)
C (1.82, 2.10, 0.26)
C (0.96, -0.50, 3.20)
C (-3.40, -1.77, 2.98)
C (0.28, 1.78, -3.06)
C (3.38, 1.99, -1.73)
C (-2.37, 2.80, 0.47)
C (-1.17, 1.37, -3.41)
C (1.51, -2.23, -1.74)
C (2.90, -2.07, 3.28)
C (-0.44, 1.60, 4.21)
C (2.39, 1.20, -0.85)
C (0.16, 3.15, -2.37)
C (-5.00, 2.56, 1.25)
C (2.66, -0.36, 4.96)
C (3.16, 0.08, -0.15)
C (-0.98, -4.83, 1.50)
C (2.74, -0.96, -3.51)
C (1.42, -1.07, -2.74)
C (-4.41, -1.87, -0.81)
C (1.67, -1.67, 2.62)
H (-5.12, -1.56, -0.04)
H (-1.77, 1.22, -2.51)
H (-0.38, 3.81, -3.06)
H (-1.38, -4.86, 2.51)
H (-1.62, 2.19, -3.98)
H (1.83, -3.11, -2.30)
H (1.09, 1.06, -4.97)
H (1.29, 2.97, -0.11)
H (-2.66, 3.55, -0.26)
H (3.72, -0.55, -0.83)
H (-1.03, 2.42, 4.58)
H (2.67, 2.46, 0.85)
H (-2.69, -1.86, 3.80)
H (-5.26, 3.32, 0.52)
H (2.50, -0.55, 0.44)
H (0.25, -0.82, -4.60)
H (-0.10, -4.19, 1.46)
H (-3.19, -0.86, 2.41)
H (-0.42, 3.09, -1.45)
H (2.21, -2.09, -0.93)
H (-2.17, 3.28, 1.43)
H (3.88, 0.55, 0.52)
H (-5.86, 1.91, 1.40)
H (1.12, 3.62, -2.17)
H (-3.74, -1.05, -1.04)
H (0.54, -2.46, -1.31)
H (1.16, 1.55, 0.92)
H (-1.47, 2.27, 0.14)
H (2.76, -0.12, -4.21)
H (-4.96, -2.17, -1.70)
H (2.95, 2.89, -2.16)
H (1.04, 1.73, 5.75)
H (4.21, 2.30, -1.09)
H (-1.73, 1.18, 2.53)
H (2.13, 2.23, -4.16)
H (4.28, -1.76, 4.88)
H (0.52, -2.47, -4.08)
H (3.79, 1.38, -2.53)
H (-0.72, -5.83, 1.18)
H (-1.23, 0.48, -4.03)
H (-4.41, -1.74, 3.36)
H (0.64, 2.75, -4.93)
H (-4.74, 3.03, 2.19)
H (3.60, -0.87, -2.85)
H (2.88, -1.87, -4.10)
H (-0.67, -1.50, -3.24)

Its multiplicity is 3. The value obtained for the HOMO-LUMO gap (alpha / beta) is 7.834 / 6.038 eV. The LUMO energy (alpha / beta) comes out at -2.886 / -4.946 eV. The calculation puts the calculated total energy at -88180.302 eV. For the energy above the lowest of the compared OMol25 structures with the same formula, charge and spin, the calculation gives 0.0 kJ/mol. The HOMO energy (alpha / beta) is -10.72 / -10.98 eV. The total charge is +1.

---

Formula: C28H62BrFIO13P3SSi
Source: OMol25
Level of theory: ωB97M-V with the def2-TZVPD basis set

Geometry (Å):
I (4.40, 2.78, -0.27)
Br (-3.88, -0.50, 1.55)
S (-0.93, -1.14, -1.45)
P (-1.96, 1.76, 2.15)
P (8.25, 4.00, 4.55)
P (-6.41, -6.05, -4.91)
Si (0.86, -0.29, 1.66)
F (-0.80, 3.44, -1.90)
O (9.22, 3.21, 5.54)
O (-0.65, -2.54, -1.61)
O (0.49, -0.54, -0.93)
O (-7.84, -6.69, -4.74)
O (-1.99, -1.08, -0.20)
O (8.96, 5.09, 3.88)
O (-6.19, -5.54, -3.41)
O (-6.69, -4.64, -5.58)
O (7.17, 4.47, 5.61)
O (-3.15, 2.34, 2.80)
O (-5.15, 0.38, -0.81)
O (7.56, 2.77, 3.84)
O (-5.21, -6.74, -5.40)
C (-3.06, 2.58, -0.08)
C (10.59, 3.59, 5.70)
C (-2.08, 1.42, 0.31)
C (0.08, 1.52, -2.98)
C (2.56, -1.08, 1.37)
C (-3.83, 0.10, -1.20)
C (-6.10, -0.51, -1.36)
C (1.08, 0.74, 3.24)
C (-4.02, -4.58, -2.87)
C (7.71, 2.55, 2.42)
C (-0.66, 1.62, -0.35)
C (-2.64, 4.02, 0.32)
C (-6.77, -4.55, -7.01)
C (0.48, 0.62, -0.04)
C (-2.81, 0.08, -0.02)
C (2.51, 2.18, 0.69)
C (-7.21, -8.96, -4.03)
C (-8.05, -5.16, -7.56)
C (-0.82, 2.04, -1.86)
C (1.82, 1.35, -0.39)
C (-4.96, -5.76, -2.71)
C (5.10, 4.76, 4.33)
C (9.15, 2.39, 1.99)
C (10.77, 4.54, 6.86)
C (6.15, 5.39, 5.22)
C (-8.06, -8.11, -4.95)
C (-0.21, -1.75, 2.12)
C (1.84, 3.51, 1.06)
H (1.68, 2.05, -1.21)
H (-1.81, 1.70, -2.16)
H (-4.01, 2.34, 0.39)
H (-1.63, 4.11, 0.70)
H (10.98, 4.02, 4.77)
H (-3.05, -4.80, -2.43)
H (4.25, 5.44, 4.20)
H (-0.33, 2.54, 0.12)
H (-6.15, -8.86, -4.26)
H (-3.89, -4.33, -3.93)
H (-7.08, -0.15, -1.06)
H (2.57, 4.24, 1.38)
H (7.23, 3.37, 1.88)
H (10.09, 5.40, 6.76)
H (10.54, 4.05, 7.80)
H (5.50, 4.54, 3.34)
H (0.33, -2.32, 2.87)
H (3.36, -0.50, 1.82)
H (0.97, 0.96, -2.70)
H (-6.74, -3.49, -7.24)
H (9.64, 1.62, 2.59)
H (2.78, -1.27, 0.32)
H (-2.74, 4.68, -0.54)
H (-7.86, -8.35, -5.99)
H (0.47, 0.31, 4.04)
H (-8.04, -6.25, -7.47)
H (11.79, 4.91, 6.90)
H (2.12, 0.67, 3.58)
H (-9.11, -8.28, -4.76)
H (-3.32, 4.39, 1.08)
H (-5.89, -5.02, -7.46)
H (9.71, 3.32, 2.14)
H (-3.57, 0.83, -1.97)
H (-1.19, -1.49, 2.52)
H (-3.80, -0.90, -1.64)
H (0.43, 2.38, -3.56)
H (2.51, 0.60, -0.78)
H (-0.90, 2.68, 2.18)
H (4.74, 3.82, 4.76)
H (-3.26, 2.58, -1.15)
H (9.21, 2.12, 0.94)
H (7.15, 1.64, 2.20)
H (2.91, 1.66, 1.55)
H (-7.35, -8.66, -2.99)
H (6.60, 6.26, 4.73)
H (-1.55, 0.58, 2.78)
H (1.35, 3.91, 0.17)
H (-4.44, -3.70, -2.38)
H (-8.92, -4.79, -7.02)
H (-6.04, -0.55, -2.45)
H (-7.48, -10.01, -4.13)
H (5.69, 5.74, 6.15)
H (-0.40, -2.41, 1.27)
H (-8.15, -4.91, -8.62)
H (-5.22, -5.90, -1.66)
H (11.14, 2.66, 5.88)
H (0.84, 1.79, 3.19)
H (-0.48, 0.90, -3.69)
H (2.58, -2.05, 1.87)
H (-5.97, -1.51, -0.93)
H (-4.48, -6.68, -3.05)
H (1.07, 3.38, 1.82)

The value obtained for the HOMO-LUMO gap is 9.882 eV. The LUMO energy comes out at 0.081 eV. The calculation puts the calculated total energy at -184103.024 eV. For the energy above the lowest of the compared OMol25 structures with the same formula, charge and spin, the calculation gives 0.0 kJ/mol. The HOMO energy is -9.80 eV.

---

Formula: C20H33ClF3IN3O9S2
Source: OMol25
Level of theory: ωB97M-V with the def2-TZVPD basis set

Geometry (Å):
I (0.00, -1.60, -4.19)
Cl (0.15, -2.91, -0.82)
S (-3.79, 0.43, -1.29)
S (1.81, 1.54, -5.72)
F (-3.17, 2.43, -3.96)
F (-2.38, 2.22, 0.28)
F (-1.33, -0.01, 4.40)
O (3.00, 0.68, -5.48)
O (2.54, 0.46, 2.18)
O (0.97, 0.95, -6.79)
O (1.01, 1.62, -4.45)
O (-1.31, -4.86, 1.14)
O (-2.17, -4.05, 3.02)
O (2.25, 2.90, -6.12)
O (-1.52, -0.87, -1.31)
O (0.87, 3.71, 0.35)
N (0.46, -1.48, 1.56)
N (0.71, 1.48, 1.04)
N (-0.53, 0.82, 1.04)
C (-1.33, 1.43, -0.12)
C (-0.53, -0.74, 0.90)
C (2.64, -1.70, -2.80)
C (1.16, 3.53, 2.63)
C (-0.30, -1.16, -0.66)
C (0.47, -2.10, 2.87)
C (0.86, 2.92, 1.23)
C (1.35, -0.80, -2.76)
C (-1.88, -3.96, 1.63)
C (3.12, 1.49, 0.18)
C (-2.42, -2.71, 0.92)
C (-1.91, -1.33, 1.37)
C (-1.24, 1.25, 2.30)
C (2.06, 1.03, 1.25)
C (0.91, -0.47, -1.32)
C (-0.56, 0.87, 3.63)
C (-2.18, 2.50, -2.95)
C (1.22, -3.50, 2.78)
C (-1.90, 0.49, -1.27)
C (-1.59, 1.09, -2.71)
H (3.66, 0.56, -0.10)
H (-0.50, 1.15, -2.93)
H (2.66, 1.96, -0.70)
H (-3.10, -4.29, 3.11)
H (1.12, -1.52, 3.57)
H (3.12, -1.49, -3.78)
H (1.71, 0.16, -3.20)
H (3.84, 2.13, 0.70)
H (2.24, -3.39, 3.19)
H (-0.46, 1.76, 4.28)
H (0.46, 0.46, 3.55)
H (0.84, 0.64, -1.24)
H (-2.31, 0.97, 2.37)
H (0.21, 3.74, 3.17)
H (-0.69, 2.09, -0.74)
H (1.71, 2.80, 3.26)
H (1.39, -1.52, 1.18)
H (-3.51, -2.72, 1.16)
H (1.79, -0.72, -0.68)
H (-2.04, -1.28, 2.47)
H (2.38, -2.78, -2.81)
H (-2.70, -0.62, 1.03)
H (-0.45, -2.30, 3.43)
H (-2.03, 0.40, -3.45)
H (1.80, 4.41, 2.53)
H (1.34, -3.84, 1.74)
H (-4.23, 1.71, -1.36)
H (-2.41, -2.93, -0.16)
H (-1.36, 2.35, 2.38)
H (3.34, -1.43, -1.98)
H (-1.41, 3.20, -3.33)
H (0.72, -4.25, 3.42)
H (-2.67, 2.97, -2.08)

The value obtained for the HOMO-LUMO gap is 2.049 eV. The LUMO energy comes out at -0.221 eV. The calculation puts the calculated total energy at -94611.119 eV. The HOMO energy is -2.27 eV. The total charge is -1.

---

Formula: C4H12N2
Source: OMol25
Level of theory: ωB97M-V with the def2-TZVPD basis set

Geometry (Å):
N (-0.42, -1.10, 1.44)
N (-0.21, 1.72, -0.03)
C (-0.52, 1.77, -1.47)
C (1.08, -2.00, -0.51)
C (0.56, -2.19, 0.98)
C (-0.61, 2.73, 0.77)
H (0.23, -1.85, -1.21)
H (0.22, 1.12, -1.90)
H (1.71, -1.10, -0.51)
H (1.43, -1.91, 1.62)
H (-1.54, 1.37, -1.66)
H (-1.38, -1.33, 1.04)
H (0.11, -3.19, 1.14)
H (-0.47, 2.79, -1.93)
H (-0.33, 2.60, 1.85)
H (-1.13, 3.66, 0.49)
H (-0.27, -0.20, 0.82)
H (1.55, -2.90, -0.94)

The value obtained for the HOMO-LUMO gap is 9.797 eV. The LUMO energy comes out at 0.855 eV. The calculation puts the calculated total energy at -7320.806 eV. For the energy above the lowest of the compared OMol25 structures with the same formula, charge and spin, the calculation gives 214.5 kJ/mol. As for the SMILES: C=NC.CCN. The HOMO energy is -8.94 eV.

---

Formula: C14H24O
Source: OMol25
Level of theory: ωB97M-V with the def2-TZVPD basis set

Geometry (Å):
O (1.30, 0.51, -1.17)
C (-0.57, 2.41, 0.17)
C (-2.38, -0.24, 0.10)
C (0.60, -2.56, -0.46)
C (-2.46, 1.31, 2.18)
C (-1.59, 0.38, 1.32)
C (2.69, 0.60, -0.97)
C (-0.28, 1.05, 0.78)
C (3.38, 1.57, -0.06)
C (-0.58, -1.15, -2.07)
C (-0.23, -1.29, -0.62)
C (3.35, -0.24, -1.81)
C (-1.42, -1.13, 1.66)
C (-1.53, -1.53, 0.19)
C (0.47, -0.05, -0.08)
H (-2.24, -1.60, 2.19)
H (-3.47, -0.42, 0.24)
H (4.48, 1.53, -0.15)
H (4.45, -0.20, -1.66)
H (-2.42, 0.35, -0.87)
H (0.02, -3.44, -0.76)
H (-0.51, -1.43, 2.33)
H (0.30, 2.92, -0.34)
H (0.32, 1.37, 1.67)
H (2.95, -0.82, -2.58)
H (0.13, -1.35, -2.80)
H (-1.93, -2.52, 0.04)
H (-3.13, 0.66, 2.71)
H (1.11, -0.46, 0.64)
H (1.57, -2.48, -0.97)
H (3.09, 1.35, 0.95)
H (-2.87, 2.00, 1.48)
H (-0.98, -0.15, -2.32)
H (0.77, -2.79, 0.58)
H (-1.39, 2.33, -0.55)
H (-1.82, 1.82, 2.84)
H (-0.88, 3.01, 0.99)
H (-1.42, -1.84, -2.40)
H (3.11, 2.53, -0.42)

The value obtained for the HOMO-LUMO gap is 9.677 eV. The LUMO energy comes out at 0.860 eV. The calculation puts the calculated total energy at -16952.150 eV. For the energy above the lowest of the compared OMol25 structures with the same formula, charge and spin, the calculation gives 209.5 kJ/mol. The HOMO energy is -8.82 eV.

---

Formula: C7H13NO
Source: OMol25
Level of theory: ωB97M-V with the def2-TZVPD basis set

Geometry (Å):
O (2.38, 0.14, -0.84)
N (0.23, 0.60, -1.35)
C (1.19, -1.14, 1.61)
C (0.78, 0.15, 0.95)
C (-1.35, -0.80, 2.15)
C (0.44, 0.36, -2.76)
C (-0.94, 1.37, -1.02)
C (-0.23, -0.95, 1.16)
C (1.24, 0.35, -0.47)
H (-0.98, -0.42, 3.10)
H (1.33, -0.24, -2.87)
H (1.83, -1.81, 1.05)
H (-0.52, -1.48, 0.26)
H (1.40, -1.13, 2.67)
H (-0.43, -0.19, -3.16)
H (-1.81, -1.77, 2.33)
H (-1.01, 1.52, 0.05)
H (-2.11, -0.12, 1.77)
H (0.56, 1.30, -3.32)
H (-0.89, 2.35, -1.51)
H (0.74, 1.04, 1.57)
H (-1.84, 0.86, -1.37)

The value obtained for the HOMO-LUMO gap is 9.941 eV. The LUMO energy comes out at 0.880 eV. The calculation puts the calculated total energy at -11006.784 eV. For the energy above the lowest of the compared OMol25 structures with the same formula, charge and spin, the calculation gives 93.5 kJ/mol. As for the SMILES: C[C@@H]1C[C@H]1C(=O)N(C)C. The HOMO energy is -9.06 eV.

---

Formula: C8H16Cl2N4O
Source: OMol25
Level of theory: ωB97M-V with the def2-TZVPD basis set

Geometry (Å):
Cl (3.30, 0.47, 1.59)
Cl (-3.60, -1.07, -0.75)
O (0.35, -2.51, -1.72)
N (1.72, 3.99, 2.37)
N (2.57, 3.04, 2.76)
N (1.43, 2.50, 0.78)
N (1.05, 3.72, 1.24)
C (-0.48, -2.23, 0.69)
C (-0.08, -1.88, -2.95)
C (-1.38, -0.98, 1.17)
C (2.40, 2.04, 1.71)
C (-0.19, 0.76, -0.29)
C (-0.54, 0.40, 1.23)
C (-0.78, -2.73, -0.82)
C (0.91, 1.91, -0.48)
H (0.13, -0.14, -0.90)
H (0.37, 4.36, 0.80)
H (-1.75, -2.30, -1.24)
H (-1.78, -1.26, 2.21)
H (0.35, 0.29, 1.92)
H (-1.29, 1.18, 1.63)
H (-1.17, 1.14, -0.76)
H (0.64, -2.00, 0.80)
H (1.78, 1.44, -1.06)
H (-0.45, -2.61, -3.74)
H (-0.70, -3.13, 1.37)
H (-0.83, -1.04, -2.74)
H (0.84, -1.34, -3.40)
H (0.42, 2.75, -1.09)
H (-2.30, -0.90, 0.43)
H (-0.92, -3.87, -0.76)

The value obtained for the HOMO-LUMO gap is 3.943 eV. The LUMO energy comes out at -2.583 eV. The calculation puts the calculated total energy at -41600.788 eV. The HOMO energy is -6.53 eV.

---

Formula: C8H12
Source: OMol25
Level of theory: ωB97M-V with the def2-TZVPD basis set

Geometry (Å):
C (2.42, -0.33, -0.12)
C (-2.58, -0.33, -0.10)
C (-0.96, 0.01, 0.02)
C (-0.52, 1.45, 0.07)
C (0.05, -0.45, -0.91)
C (1.02, -0.15, 0.24)
C (0.73, 1.35, 0.31)
C (-0.07, -0.80, 1.15)
H (1.37, 2.24, 0.46)
H (2.70, -1.25, -1.01)
H (-2.92, -0.03, 1.17)
H (-3.39, 0.55, -0.51)
H (0.03, -0.46, 2.13)
H (0.32, -1.60, -1.14)
H (2.74, 0.88, -0.63)
H (-0.26, -1.98, 0.68)
H (0.30, 0.15, -1.95)
H (-1.01, 2.64, -0.26)
H (-2.71, -1.22, -0.67)
H (2.74, -0.68, 1.06)

The value obtained for the HOMO-LUMO gap is 9.703 eV. The LUMO energy comes out at 0.875 eV. The calculation puts the calculated total energy at -8481.425 eV. For the energy above the lowest of the compared OMol25 structures with the same formula, charge and spin, the calculation gives 787.1 kJ/mol. The HOMO energy is -8.83 eV.

---

Repeat the first record exactly.
Formula: C26H46AuI2N2O4P2S
Source: OMol25
Level of theory: ωB97M-V with the def2-TZVPD basis set

Geometry (Å):
Au (-1.12, -1.20, 0.37)
I (3.95, -3.63, 2.45)
I (3.44, 0.51, 6.67)
S (-3.64, 1.53, 0.64)
P (0.95, 0.51, -1.85)
P (-2.55, -2.89, 0.73)
O (-3.69, -3.03, -0.37)
O (-3.29, -2.94, 2.14)
O (-1.99, -4.36, 0.58)
O (1.24, -2.25, 1.63)
N (-0.15, -0.11, 2.57)
N (-0.25, 0.31, -0.77)
C (1.45, 0.13, 4.36)
C (0.71, 1.21, 4.86)
C (3.36, -1.43, 4.41)
C (1.10, 1.95, -4.35)
C (0.31, -1.46, -3.73)
C (-0.83, 0.91, 3.07)
C (1.82, 2.10, 0.26)
C (0.96, -0.50, 3.20)
C (-3.40, -1.77, 2.98)
C (0.28, 1.78, -3.06)
C (3.38, 1.99, -1.73)
C (-2.37, 2.80, 0.47)
C (-1.17, 1.37, -3.41)
C (1.51, -2.23, -1.74)
C (2.90, -2.07, 3.28)
C (-0.44, 1.60, 4.21)
C (2.39, 1.20, -0.85)
C (0.16, 3.15, -2.37)
C (-5.00, 2.56, 1.25)
C (2.66, -0.36, 4.96)
C (3.16, 0.08, -0.15)
C (-0.98, -4.83, 1.50)
C (2.74, -0.96, -3.51)
C (1.42, -1.07, -2.74)
C (-4.41, -1.87, -0.81)
C (1.67, -1.67, 2.62)
H (-5.12, -1.56, -0.04)
H (-1.77, 1.22, -2.51)
H (-0.38, 3.81, -3.06)
H (-1.38, -4.86, 2.51)
H (-1.62, 2.19, -3.98)
H (1.83, -3.11, -2.30)
H (1.09, 1.06, -4.97)
H (1.29, 2.97, -0.11)
H (-2.66, 3.55, -0.26)
H (3.72, -0.55, -0.83)
H (-1.03, 2.42, 4.58)
H (2.67, 2.46, 0.85)
H (-2.69, -1.86, 3.80)
H (-5.26, 3.32, 0.52)
H (2.50, -0.55, 0.44)
H (0.25, -0.82, -4.60)
H (-0.10, -4.19, 1.46)
H (-3.19, -0.86, 2.41)
H (-0.42, 3.09, -1.45)
H (2.21, -2.09, -0.93)
H (-2.17, 3.28, 1.43)
H (3.88, 0.55, 0.52)
H (-5.86, 1.91, 1.40)
H (1.12, 3.62, -2.17)
H (-3.74, -1.05, -1.04)
H (0.54, -2.46, -1.31)
H (1.16, 1.55, 0.92)
H (-1.47, 2.27, 0.14)
H (2.76, -0.12, -4.21)
H (-4.96, -2.17, -1.70)
H (2.95, 2.89, -2.16)
H (1.04, 1.73, 5.75)
H (4.21, 2.30, -1.09)
H (-1.73, 1.18, 2.53)
H (2.13, 2.23, -4.16)
H (4.28, -1.76, 4.88)
H (0.52, -2.47, -4.08)
H (3.79, 1.38, -2.53)
H (-0.72, -5.83, 1.18)
H (-1.23, 0.48, -4.03)
H (-4.41, -1.74, 3.36)
H (0.64, 2.75, -4.93)
H (-4.74, 3.03, 2.19)
H (3.60, -0.87, -2.85)
H (2.88, -1.87, -4.10)
H (-0.67, -1.50, -3.24)

Its multiplicity is 3. The value obtained for the HOMO-LUMO gap (alpha / beta) is 7.834 / 6.038 eV. The LUMO energy (alpha / beta) comes out at -2.886 / -4.946 eV. The calculation puts the calculated total energy at -88180.302 eV. For the energy above the lowest of the compared OMol25 structures with the same formula, charge and spin, the calculation gives 0.0 kJ/mol. The HOMO energy (alpha / beta) is -10.72 / -10.98 eV. The total charge is +1.